(1)
ORCA calculation (ωB97M-V/def2-TZVPD) on C16H25MnN6PSe2 as an isolated structure at a distorted geometry.

Element x y z (Å)
H -4.219 -2.241 2.729
C -3.331 2.946 -0.161
C -0.869 -2.880 0.816
H 0.082 2.883 5.026
C 2.489 -3.125 -2.166
C -0.471 2.430 4.205
C 3.443 0.942 -1.962
H -3.049 3.537 0.712
H 4.354 1.043 -2.550
C -1.345 1.453 -0.162
H 3.294 0.915 2.025
H -1.149 1.676 4.611
P -1.603 0.939 1.591
C 0.770 -2.236 -4.399
H -0.008 1.600 -3.045
H 3.369 1.778 -1.265
N 0.451 1.828 3.279
Se 0.644 -2.457 -2.460
N -0.385 1.071 -1.016
H -0.113 -1.701 -4.737
N -0.528 -1.569 0.718
H -4.038 2.175 0.151
N -2.172 2.338 -0.758
C 0.130 1.175 2.140
Se 3.519 -0.690 -0.878
C -3.632 -1.350 2.516
C 1.801 1.810 3.388
H 1.668 -1.697 -4.689
H 2.314 2.261 4.212
H -0.257 -3.655 0.393
H 2.494 -3.561 -1.162
C 3.549 -2.055 -2.327
C -2.048 -2.987 1.505
H -2.619 -3.850 1.777
H 4.541 -2.510 -2.306
C -1.495 -0.881 1.335
H 2.567 0.910 -2.614
H 2.640 -3.925 -2.895
N 1.232 0.746 1.522
H -2.221 3.187 -2.710
H -3.399 -0.845 3.455
H -4.222 -0.676 1.894
H -1.061 3.202 3.709
Mn 0.996 -0.481 -0.364
N -2.428 -1.726 1.824
H 0.779 -3.229 -4.843
H -3.818 3.597 -0.884
C -0.627 1.734 -2.178
C -1.732 2.525 -2.025
C 2.277 1.138 2.293
H 3.435 -1.514 -3.268

Summary:
**Net charge**: +2
**Electronic energy**: -197225.973 eV
**2S+1**: 2

***

(2)
ORCA calculation (ωB97M-V/def2-TZVPD) on a single CH6N4 molecule at a distorted geometry.

Element x y z (Å)
H 2.245 0.113 0.826
H 0.360 1.363 0.278
C 1.755 -0.405 -0.011
N -2.031 -0.797 -0.014
N -1.585 0.470 -0.073
N 0.346 -0.687 0.069
N -0.235 0.450 -0.035
H 2.193 -1.359 -0.325
H 2.029 0.269 -0.781
H -2.980 -0.749 -0.345
H -2.099 1.334 0.412

Summary:
**Net charge**: 0
**Energy relative to the best compared isomer or geometry (same formula, charge and spin)**: 121.71 kcal/mol